The following is a DFT calculation (ωB97M-V/def2-TZVPD) of an isolated molecule of C17H21N3O4S.

Values from the calculation:
SMILES string: CCNS(=O)(=O)c1ccc(NC(=O)Nc2cc(C)ccc2OC)cc1
Total charge: 0
HOMO: -8.23 eV
Relative energy (zero: lowest compared OMol25 entry of this formula, charge and spin): 42.4 kcal per mole

Geometry as XYZ:
```
46
Properties=species:S:1:pos:R:3:forces:R:3
C 3.1985 1.4179 1.8256 0.25 -0.03 -0.06
C 4.6520 1.4580 1.3585 -0.16 -0.04 0.56
N 4.8132 1.3799 -0.0726 0.31 -0.69 -0.62
S 5.0240 -0.1065 -0.7841 -0.15 0.54 -0.07
O 6.0469 -0.7882 -0.0514 -0.23 -0.08 0.26
O 5.1940 0.1521 -2.1820 -0.32 0.06 0.00
C 3.4785 -0.9791 -0.5469 0.67 0.17 -0.12
C 3.3931 -1.9867 0.3954 0.07 -0.05 -0.03
C 2.1838 -2.6170 0.6116 -0.14 0.10 -0.09
C 1.0473 -2.2365 -0.1104 0.37 0.27 -0.05
N -0.1517 -2.8846 0.1459 -0.02 -0.50 0.08
C -1.4670 -2.4324 0.0692 0.26 -0.05 0.11
O -2.3760 -3.2278 0.1429 -0.31 -0.11 -0.01
N -1.5833 -1.0828 -0.0306 0.34 0.44 0.00
C -2.7413 -0.3125 -0.1658 -0.12 0.08 -0.03
C -4.0164 -0.8415 -0.2454 0.02 0.02 0.01
C -5.1249 -0.0121 -0.3842 0.06 0.25 0.01
C -6.4946 -0.6108 -0.4829 0.03 -0.03 -0.06
C -4.9299 1.3568 -0.4423 -0.09 -0.17 0.01
C -3.6564 1.9043 -0.3665 0.30 0.06 0.02
C -2.5546 1.0817 -0.2297 0.01 -0.03 -0.01
O -1.2453 1.5092 -0.1483 -0.36 -0.51 -0.01
C -0.9961 2.8906 -0.2186 0.09 0.26 0.00
C 1.1666 -1.2511 -1.0975 0.08 -0.05 0.01
C 2.3802 -0.6242 -1.3061 -0.02 0.01 0.01
H 2.7162 0.4912 1.5242 -0.09 -0.03 0.02
H 3.1581 1.4940 2.9089 -0.07 0.03 0.12
H 2.6431 2.2528 1.4019 -0.10 0.09 -0.02
H 5.1248 2.3819 1.7083 0.05 -0.18 -0.02
H 5.2139 0.6119 1.7575 0.03 0.17 0.21
H 4.2335 1.9980 -0.6158 -0.08 0.05 -0.26
H 4.2806 -2.2589 0.9439 0.06 -0.10 0.11
H 2.1052 -3.4066 1.3438 -0.01 -0.05 0.11
H -0.0858 -3.8302 0.4975 -0.15 0.15 -0.08
H -0.7449 -0.5237 0.0509 -0.06 -0.14 0.03
H -4.1399 -1.9105 -0.1939 0.01 -0.07 0.02
H -6.6426 -1.0433 -1.4724 -0.09 -0.05 -0.04
H -6.6168 -1.4066 0.2484 -0.09 -0.06 0.04
H -7.2618 0.1419 -0.3201 -0.09 0.01 0.01
H -5.7768 2.0183 -0.5482 -0.10 0.06 0.00
H -3.5430 2.9756 -0.4157 0.07 0.09 0.00
H -1.3386 3.3127 -1.1685 0.00 -0.02 0.04
H 0.0854 2.9986 -0.1464 -0.07 0.06 -0.01
H -1.4690 3.4270 0.6100 0.00 -0.03 -0.04
H 0.3237 -1.0060 -1.7245 -0.06 0.02 -0.04
H 2.4944 0.1250 -2.0736 -0.08 0.08 -0.15
```
Positions in Å, forces in eV/Å.

The following is a DFT calculation (ωB97M-V/def2-TZVPD) of an isolated molecule of C2H7N3O.

Values from the calculation:
SMILES string: [H]/N=C(/CO)NN
Total charge: 0
HOMO: -9.08 eV
Relative energy (zero: lowest compared OMol25 entry of this formula, charge and spin): 107.4 kcal per mole

Geometry as XYZ:
```
13
Properties=species:S:1:pos:R:3:forces:R:3
H 0.8166 2.4489 -0.3151 0.73 -3.32 1.41
N 1.1894 1.4365 0.0451 -1.78 3.52 -0.90
C 0.3448 0.4976 0.1747 -1.21 -2.65 0.25
C 0.8828 -0.9760 0.2387 5.83 3.44 2.45
O 2.3384 -0.7168 -0.1940 -1.67 -2.75 0.58
N -1.0322 0.4403 0.0433 0.59 3.30 -0.19
N -1.8909 -0.6011 -0.0485 -4.48 -2.17 -0.70
H 0.5020 -1.3371 -0.6187 -1.71 -2.54 -2.20
H 1.0292 -1.5666 1.2237 -1.29 1.02 -1.82
H 2.4514 0.2075 -0.0203 0.27 1.19 0.11
H -1.5649 1.2749 0.0441 0.48 1.41 -0.24
H -2.2450 -0.8325 -1.1300 1.13 1.14 3.51
H -2.8216 -0.2757 0.5570 3.10 -1.58 -2.27
```
Positions in Å, forces in eV/Å.

The following is a DFT calculation (ωB97M-V/def2-TZVPD) of a structure of composition C25H23F6IN7O3PbSSb.

Values from the calculation:
Expectation value of S²: 0.770
Total charge: +3
HOMO (spin up / spin down): -15.69 / -16.56 eV
Multiplicity: 2

Geometry as XYZ:
```
68
Properties=species:S:1:pos:R:3:forces:R:3
Pb -0.7593 0.7696 1.0687 -0.66 -0.77 0.59
C -5.9654 -0.0184 1.1380 0.10 -0.16 0.04
C -5.1241 -0.8186 0.2122 0.32 0.22 -0.30
N -5.5561 -1.9161 -0.3395 -0.27 -0.27 -0.06
C -4.9285 -2.5075 -1.3496 0.25 0.33 0.31
C -3.8664 -1.8681 -2.0472 0.05 -0.51 0.12
C -3.1725 -2.5884 -3.1875 -0.13 0.13 0.07
O -1.7487 -2.4732 -3.1026 -0.15 -0.24 0.01
C -3.3270 -0.7378 -1.4849 0.24 0.15 0.25
C -2.1941 -0.1349 -2.1613 0.15 0.25 -0.05
N -1.1955 0.4720 -1.6188 -0.20 -0.29 -0.06
C -0.0687 0.6840 -2.4161 0.02 -0.15 -0.30
C 0.2474 -0.1133 -3.5417 -0.03 0.01 0.03
C 1.3299 0.1716 -4.4146 -0.19 -0.09 -0.03
C 2.2689 1.0594 -4.0343 -0.01 0.18 0.11
C 2.2198 1.6411 -2.6588 -0.04 -0.07 0.07
C 0.8499 1.6484 -2.0755 0.37 0.15 0.30
I 0.3867 3.0527 -0.6596 0.43 0.58 -0.51
C -3.7964 -0.2838 -0.1928 -0.35 0.31 -0.06
O -3.2201 0.5956 0.4779 0.06 -0.17 0.09
H -6.8594 -0.5682 1.4130 0.00 -0.05 0.00
H -6.2594 0.9178 0.6548 0.04 -0.01 -0.03
H -5.3905 0.2524 2.0244 -0.02 0.00 0.02
H -5.2020 -3.5328 -1.5743 -0.09 0.07 -0.06
H -3.4817 -2.1575 -4.1410 0.06 0.02 -0.08
H -3.4909 -3.6293 -3.1960 0.05 -0.06 -0.03
H -1.3968 -3.1818 -2.5443 -0.09 0.03 0.01
H -2.2423 -0.2165 -3.2473 0.04 0.01 0.01
H -0.4007 -0.9618 -3.7661 0.03 0.10 -0.01
H 1.3941 -0.3412 -5.3663 -0.03 0.00 0.05
H 3.1005 1.3053 -4.6830 0.01 -0.08 0.06
H 2.6884 2.6230 -2.6025 -0.03 0.04 -0.06
N 4.0551 0.2082 1.7067 -0.01 -0.04 -0.10
C 4.3927 0.4783 0.3915 0.26 0.03 0.09
C 5.6108 0.6180 -0.1940 0.11 -0.01 0.04
C 5.6755 0.7490 -1.6200 0.15 -0.02 0.13
C 4.5558 0.7243 -2.3542 -0.15 0.03 -0.02
C 3.1649 0.6228 -1.7936 -0.13 0.08 -0.17
C 3.1544 0.5754 -0.2904 -0.21 -0.07 -0.03
N 2.1519 0.3799 0.5620 -0.16 0.11 -0.13
C 2.7259 0.1075 1.7704 -0.10 -0.05 0.18
C 2.0282 -0.3204 2.9663 -0.20 0.41 -0.08
C 2.6076 -1.0456 3.9656 0.29 -0.11 0.12
S 1.4608 -1.4423 5.1373 -0.06 -0.06 0.17
C 0.2673 -0.6079 4.2496 -0.03 0.15 -0.06
N 0.6795 -0.0740 3.1384 0.66 0.07 -0.08
H 4.7000 0.0436 2.4671 -0.01 0.05 0.01
H 6.5220 0.6009 0.3968 -0.02 -0.04 -0.08
H 6.6403 0.8238 -2.1037 0.00 0.00 0.06
H 4.6507 0.7638 -3.4296 0.00 0.00 0.02
H 2.7806 -0.3730 -2.0748 0.09 -0.02 0.07
H 3.6209 -1.4189 4.0383 -0.11 0.04 0.00
H -0.7601 -0.5558 4.5897 0.13 -0.05 -0.02
N -1.1961 3.6228 4.2750 0.10 0.04 0.05
C -0.2140 3.7557 3.3650 -0.06 -0.07 -0.11
N 0.7498 4.6623 3.6139 -0.13 -0.06 0.07
O -0.1814 3.0460 2.3291 -0.01 0.02 -0.01
H -1.2817 4.2357 5.0686 0.00 -0.01 -0.01
H -1.9659 3.0104 4.0765 -0.02 0.02 -0.05
H 0.7009 5.2992 4.3904 -0.01 0.02 0.01
H 1.4429 4.8369 2.9113 0.03 -0.02 -0.05
F -0.2214 -1.4362 0.0867 0.01 0.37 -0.25
Sb -0.5072 -3.0393 1.1654 -0.19 -0.38 -0.48
F -2.2307 -3.1807 0.4343 -0.25 0.09 -0.13
F 0.1173 -3.9569 -0.3474 0.21 -0.03 0.14
F -0.6796 -4.4697 2.3160 -0.06 -0.12 0.12
F 1.2007 -2.6342 1.8509 0.19 -0.15 -0.05
F -1.2577 -1.7532 2.3612 -0.29 0.11 0.10
```
Positions in Å, forces in eV/Å.